DFT (ωB97M-V/def2-TZVPD) results for a molecular structure, C13H12AlIN6.

Geometry (Å):
Al1 -0.4850 0.2728 0.8542
N1 3.1744 -1.5120 1.8662
C1 2.5222 -0.3640 1.6842
N2 1.2706 -0.6416 1.3948
C2 1.2198 -2.0041 1.4034
N3 2.3640 -2.5725 1.6811
C3 -0.0461 -2.6377 1.0524
C4 -0.2864 -3.9999 0.9942
N4 -1.4653 -4.4733 0.6071
C5 -2.3944 -3.5888 0.2665
C6 -2.1704 -2.2190 0.3226
N5 -0.9972 -1.7539 0.7277
H1 4.1439 -1.6533 2.0969
H2 2.9631 0.6146 1.7689
H3 0.4840 -4.7115 1.2610
H4 -3.3516 -3.9709 -0.0638
H5 -2.9172 -1.4930 0.0298
N6 -0.5360 0.7954 -0.7501
C7 -0.2166 1.7971 -1.5975
C8 -0.7215 1.8253 -2.9206
C9 -0.3872 2.8253 -3.8145
C10 0.4679 3.8619 -3.4523
C11 0.9756 3.8681 -2.1591
C12 0.6443 2.8698 -1.2596
H6 -1.3877 1.0248 -3.2198
H7 -0.8029 2.7956 -4.8158
H8 0.7255 4.6413 -4.1573
H9 1.6389 4.6652 -1.8408
H10 1.0470 2.9069 -0.2503
I1 -0.5279 -0.2678 4.2964
C13 -1.3248 0.7610 2.5782
H11 -1.2362 1.8213 2.8091
H12 -2.3867 0.5169 2.6066

Force components x, y, z for each atom (eV/Å):
Al 0.07 -0.33 -0.17
N 0.02 0.00 -0.03
C -0.03 0.02 0.07
N 0.00 0.03 -0.07
C 0.18 0.08 0.02
N -0.09 -0.04 0.05
C -0.15 0.02 -0.05
C 0.00 -0.01 -0.01
N 0.00 0.01 0.00
C -0.02 0.03 -0.01
C -0.01 -0.01 -0.01
N 0.07 0.05 0.10
H 0.01 0.00 -0.01
H 0.00 0.01 0.00
H 0.01 0.01 0.00
H 0.01 -0.02 0.00
H 0.01 0.01 0.00
N -0.02 0.11 0.26
C -0.04 -0.03 -0.11
C 0.01 -0.01 0.01
C 0.00 -0.01 0.00
C 0.00 0.01 -0.02
C 0.00 0.00 -0.02
C 0.03 0.03 0.01
H 0.00 -0.01 0.00
H 0.01 0.01 0.00
H 0.00 0.01 0.01
H 0.00 0.01 -0.02
H -0.01 -0.04 0.01
I -0.01 -0.02 -0.02
C -0.05 0.03 -0.02
H 0.02 -0.02 0.05
H -0.01 0.04 -0.02

Its energy is -1371.287785 a.u. The maximum force is 0.38 eV Å⁻¹. As for the HOMO-LUMO gap: 4.55 eV. For the energy relative to the best compared isomer or geometry (same formula, charge and spin), the calculation gives 0.0 kJ/mol.